Entry 1:
A molecular structure, CH2BrClFNO2S in a non-equilibrium geometry, computed with ωB97M-V/def2-TZVPD.

The value obtained for the HOMO energy (spin up / spin down) is -11.293 / -9.950 eV. The charge is 0. The calculation puts the total energy at -102766.820 eV. Its spin multiplicity is 1. For the energy above the lowest of the compared OMol25 structures with the same formula, charge and spin, the calculation gives 433.71 kJ/mol. The value obtained for the LUMO energy (spin up / spin down) is -2.16 / -2.35 eV. The max |F| comes out at 4.78 eV/Å. The calculation puts the gap between HOMO and LUMO (spin up / spin down) at 9.135 / 7.601 eV.

Cartesian coordinates (Å):
1 C 0.832 1.127 0.278
2 N -0.255 -1.349 0.034
3 O 1.305 -0.380 -1.767
4 O -1.005 0.443 -1.525
5 F -1.976 1.493 1.897
6 S 0.216 -0.116 -0.957
7 Cl -0.389 2.106 0.699
8 Br 2.200 0.583 1.390
9 H -1.121 -1.699 -0.072
10 H 0.194 -2.209 0.022

=====

Entry 2:
2 unconnected molecules or ions with the total composition CH2BrClO in a non-equilibrium geometry, computed with ωB97M-V/def2-TZVPD.

The value obtained for the HOMO energy is -9.419 eV. The charge is 0. The calculation puts the total energy at -85679.486 eV. Its spin multiplicity is 1. For the energy above the lowest of the compared OMol25 structures with the same formula, charge and spin, the calculation gives 174.37 kJ/mol. The value obtained for the LUMO energy is -1.70 eV. The max |F| comes out at 3.26 eV/Å. The calculation puts the gap between HOMO and LUMO at 7.719 eV.

Cartesian coordinates (Å):
1 C 0.172 -0.339 0.330
2 O -0.799 -0.605 -0.498
3 Cl -0.242 2.316 0.309
4 Br 1.914 -0.697 -0.064
5 H -0.060 -0.430 1.349
6 H -0.985 -0.245 -1.426